Computed, not measured: 2 unconnected molecules or ions with the total composition C19H31ClFN3OS at a distorted geometry, with ωB97M-V/def2-TZVPD.

```
57
Properties=species:S:1:pos:R:3:forces:R:3
Cl -2.415932 5.706146 3.496430 0.377 -0.296 -0.095
C -0.916471 4.768205 3.354180 -0.088 0.298 0.229
N -0.955484 3.770580 2.246706 0.034 -0.737 -0.775
C -2.057710 2.711461 2.448754 0.163 1.015 0.746
C -2.000671 1.715033 1.325042 1.194 -0.569 -1.175
N -0.857990 2.058942 0.441124 -0.319 -0.465 -0.901
F -1.117855 -0.074298 -2.181558 0.553 1.242 1.412
C 0.435773 2.018396 1.152331 -1.071 -0.561 -1.030
C 0.399208 3.044153 2.250922 -0.263 0.739 0.735
C -1.108437 3.380481 -0.194489 0.524 -1.741 -0.226
C -1.130667 4.438235 0.869265 -0.044 0.618 1.173
H -0.087978 5.461185 3.146676 -0.318 -0.283 0.151
H -0.755445 4.219098 4.292190 -0.022 0.248 -0.337
H -1.836408 2.228802 3.404958 -0.243 0.359 0.047
H -3.003730 3.255644 2.460057 0.155 -0.071 0.361
H -1.856778 0.687111 1.699214 -0.071 0.441 -0.136
H -2.907284 1.727661 0.714992 0.098 0.007 0.139
H 0.583637 1.004437 1.549703 -0.050 0.303 -0.137
H 1.238452 2.223270 0.436124 -0.172 -0.042 0.129
H 1.151331 3.814879 2.079711 0.019 -0.011 0.458
H 0.476507 2.562931 3.228973 0.221 0.413 0.020
H -0.316185 3.571168 -0.936987 -0.285 -0.060 0.309
H -2.062330 3.316120 -0.727893 0.159 0.056 0.123
H -2.088359 4.961624 0.903551 0.329 0.211 0.086
H -0.281900 5.118277 0.755921 -0.327 0.192 0.208
C 3.968457 -5.185886 1.195438 0.007 0.077 -0.322
N 3.023997 -4.163533 1.602648 -0.235 -0.301 0.354
C 3.413275 -3.420150 2.785250 -0.121 0.267 -0.282
C 2.064370 -3.654272 0.702978 -0.177 0.157 -0.839
C 0.742604 -4.121029 0.749786 0.121 -0.328 0.651
C -0.222560 -3.637810 -0.113610 -0.756 0.003 -0.245
C 0.052918 -2.718058 -1.153950 0.312 0.349 0.875
C -1.161981 -2.356662 -2.001709 -1.807 -1.222 0.782
C -1.127982 -1.159545 -2.958149 0.978 0.460 -0.428
S -2.485191 -0.637449 -4.227979 1.220 -0.425 -0.194
C -2.207736 1.209303 -4.269125 0.107 -0.293 0.048
C -1.381027 -1.180866 -5.574971 -0.412 0.161 -0.646
O -2.236365 -2.924210 -1.858469 1.258 0.554 -0.354
C 1.367162 -2.169923 -1.140078 0.109 -0.106 -0.091
C 2.361621 -2.671990 -0.275426 -0.569 -0.240 0.415
H 3.586577 -5.706464 0.311359 0.128 0.012 0.187
H 4.954576 -4.756266 0.955341 -0.092 -0.109 -0.039
H 4.110353 -5.914493 2.005213 -0.079 0.128 -0.181
H 2.634151 -2.684234 3.015053 0.197 -0.136 0.102
H 3.529957 -4.101805 3.639283 -0.055 0.172 -0.170
H 4.369728 -2.892371 2.633871 -0.123 0.001 0.122
H 0.474883 -4.876265 1.520314 0.196 0.715 -0.628
H -1.262576 -3.925236 0.071970 0.425 -0.153 -0.418
H -0.200861 -1.211509 -3.538592 -0.124 0.264 -0.150
H -2.994161 1.685370 -4.874966 0.139 -0.549 0.191
H -2.263543 1.564091 -3.238805 -0.140 -0.129 -0.182
H -1.223056 1.459429 -4.686747 -0.275 -0.350 0.129
H -1.847990 -1.119222 -6.563138 -0.090 0.106 0.345
H -0.479035 -0.573211 -5.535509 -0.077 0.018 -0.065
H -1.131393 -2.214282 -5.368835 -0.085 -0.248 0.025
H 1.645947 -1.303361 -1.744847 -0.127 -0.418 -0.228
H 3.397584 -2.327634 -0.279496 -0.410 0.258 -0.278
```
Positions in Å, forces in eV/Å.

Its spin multiplicity is 1. For the HOMO-LUMO gap, the calculation gives 6.627 eV. The total charge is +2. The HOMO energy is -12.23 eV.

Computed, not measured: 2 unconnected molecules or ions with the total composition C8H16N3 at a distorted geometry, with ωB97M-V/def2-TZVPD.

```
27
Properties=species:S:1:pos:R:3:forces:R:3
C 1.463377 0.394264 2.357306 -0.206 -0.173 -0.367
C 2.638383 -1.985081 -0.663837 -2.522 1.290 0.734
C 0.312622 1.001800 1.583810 0.122 0.416 0.751
C 1.010106 -1.132243 0.895567 1.671 -1.590 -2.687
C -2.363274 1.066093 -1.540374 -0.103 0.085 0.055
C 0.730506 0.614302 -0.770282 0.315 0.345 -0.672
C -2.306337 0.625691 -0.078982 0.246 -0.052 -0.197
C -1.247397 -0.427570 0.257416 -0.993 -0.088 0.054
N 1.747152 -0.783062 1.964259 0.592 0.442 1.253
N 2.213590 -2.021273 -1.780783 -0.016 -0.026 0.063
N 0.147389 0.043156 0.455314 0.214 -0.238 0.169
H 1.953525 0.875728 3.180654 0.139 0.162 0.240
H 3.402516 -2.180735 0.053931 0.610 -0.229 0.286
H -0.582758 1.025904 2.211176 -0.020 0.002 -0.144
H 0.520085 2.010605 1.229725 -0.117 -0.074 -0.128
H 0.542637 -2.099976 0.871737 -0.495 -0.023 0.196
H -1.650622 1.854018 -1.773731 0.004 -0.014 -0.074
H -2.189983 0.224461 -2.209711 0.003 -0.022 -0.084
H -3.355285 1.458714 -1.755511 0.019 0.039 -0.070
H 1.793043 0.788531 -0.605087 -0.077 -0.031 0.082
H 0.610440 -0.084422 -1.593805 -0.006 -0.038 0.083
H 0.249676 1.556277 -1.018631 -0.069 -0.032 0.102
H -3.261900 0.156750 0.163093 0.064 0.009 0.124
H -2.208715 1.496797 0.569727 -0.064 -0.011 0.134
H -1.535445 -0.926706 1.186718 0.181 0.016 -0.080
H -1.222833 -1.177788 -0.537191 0.125 -0.002 0.104
H 2.589501 -2.374235 -2.652509 0.383 -0.160 0.072
```
Positions in Å, forces in eV/Å.

Its spin multiplicity is 1. For the HOMO-LUMO gap (spin up / spin down), the calculation gives 7.868 / 7.859 eV. The total charge is +1. The HOMO energy (spin up / spin down) is -11.52 / -11.51 eV. The relative energy (zero: lowest compared OMol25 entry of this formula, charge and spin) comes out at 92.7 kcal per mole.

Computed, not measured: a single C2H7N3O molecule at a distorted geometry, with ωB97M-V/def2-TZVPD.

```
13
Properties=species:S:1:pos:R:3:forces:R:3
C -0.136823 1.063485 0.886817 -0.358 0.225 -0.425
C -1.547282 0.516574 0.700477 0.384 -0.050 0.024
N 0.804197 -0.608038 -0.844254 0.016 0.973 2.131
N 1.205747 -1.496840 -1.756987 0.393 -0.872 -0.270
N 1.266805 -0.783495 0.310415 -0.091 -0.861 -2.291
O 0.801586 0.058332 1.255380 -0.041 0.273 0.500
H 1.994665 -2.091847 -1.514278 -0.067 0.240 -0.014
H 1.176455 -1.138759 -2.698343 0.037 0.036 0.207
H 0.205520 1.558186 -0.029933 -0.036 0.034 0.198
H -0.099722 1.765811 1.722271 0.048 -0.066 -0.114
H -1.858526 -0.015777 1.595747 -0.082 -0.022 0.074
H -2.233532 1.338607 0.517032 -0.112 0.087 -0.008
H -1.579090 -0.166236 -0.144344 -0.091 0.003 -0.012
```
Positions in Å, forces in eV/Å.

Its spin multiplicity is 1. For the HOMO-LUMO gap, the calculation gives 10.108 eV. Its structure (SMILES) is CCO/N=N/N. The total charge is 0. The HOMO energy is -8.90 eV. The relative energy (zero: lowest compared OMol25 entry of this formula, charge and spin) comes out at 90.5 kcal per mole.

Computed, not measured: 7 unconnected molecules or ions with the total composition H14O7 at a distorted geometry, with ωB97M-V/def2-TZVPD.

```
21
Properties=species:S:1:pos:R:3:forces:R:3
O 0.318784 -0.360808 -0.028147 0.419 -0.448 -0.166
H 0.550568 0.446180 -0.487795 0.158 0.434 -0.288
H -0.325638 -0.088305 0.625065 -0.192 0.077 0.542
O 1.750593 2.669448 -1.538801 -0.268 -0.578 -0.531
H 1.674953 3.611166 -1.692662 -0.040 0.756 -0.005
H 2.339610 2.595502 -0.787918 0.359 -0.090 0.689
O -1.361563 -3.555224 0.993850 -0.298 -0.345 0.309
H -1.615071 -2.633126 1.034963 0.020 0.257 0.010
H -0.620511 -3.573612 0.388266 0.240 0.088 -0.399
O -0.565343 1.785141 -2.780220 -0.860 -0.309 -0.319
H -0.179667 1.906730 -3.647810 0.161 0.014 -0.179
H 0.073796 2.165939 -2.177956 0.543 0.151 0.421
O 0.596382 -0.893194 3.462997 0.060 -0.338 0.400
H 1.335281 -0.471185 3.024631 0.148 0.154 -0.276
H -0.111352 -0.250690 3.412608 -0.189 0.190 -0.198
O -1.496682 0.851755 1.652832 0.088 -0.493 0.202
H -1.873309 1.347182 2.380102 -0.114 0.285 0.368
H -1.827269 1.288828 0.868027 -0.197 0.395 -0.526
O 0.364781 -2.641359 -1.441313 0.066 -1.114 -0.433
H 0.552931 -2.362162 -2.337354 -0.032 0.008 -0.148
H 0.418724 -1.838204 -0.923363 -0.072 0.904 0.530
```
Positions in Å, forces in eV/Å.

Its spin multiplicity is 2. The expectation value of S² is 0.750. For the HOMO-LUMO gap (spin up / spin down), the calculation gives 2.938 / 11.301 eV. The total charge is -1. The HOMO energy (spin up / spin down) is 0.11 / -7.97 eV. The relative energy (zero: lowest compared OMol25 entry of this formula, charge and spin) comes out at 8.8 kcal per mole.

> The lowest total charge belongs to which entry?

H14O7